Here is a structure of composition H26MgMnO25S3 from OMol25. Energies are from the ωB97M-V functional and the def2-TZVPD basis.

Values from the calculation:
- Total charge: -2
- E_LUMO (spin up / spin down): 2.1 / 2.1 eV
- Kohn-Sham gap (spin up / spin down): 3.362 / 3.353 eV
- Multiplicity: 6

Geometry (Å):
Mg -1.822 2.486 0.314
Mn 1.005 -0.446 -2.419
S 1.696 -3.396 -3.793
O 0.802 -3.651 -4.947
O 3.025 -2.900 -4.173
O 1.036 -2.351 -2.942
O 1.826 -4.665 -3.064
S -0.121 -0.320 0.800
O 1.130 -0.184 1.542
O -0.851 0.980 0.806
O 0.165 -0.697 -0.603
O -0.968 -1.409 1.324
S 1.615 2.914 -1.619
O 2.485 3.374 -2.712
O 1.016 1.596 -2.007
O 2.403 2.742 -0.404
O 0.439 3.820 -1.382
O -2.521 2.679 2.219
H -3.196 3.000 2.825
H -1.779 2.406 2.788
O -0.131 3.659 0.536
H 0.330 4.245 1.141
H 0.450 3.629 -0.291
O 0.166 -3.242 2.979
H -0.132 -3.192 3.895
H -0.411 -2.609 2.498
O 0.741 0.871 3.981
H 1.439 0.471 4.505
H 0.794 0.407 3.100
O 0.534 -3.597 -0.509
H -0.157 -2.958 -0.385
H 0.897 -3.391 -1.385
O -1.071 -0.257 -3.145
H -1.211 0.506 -3.718
H -1.785 -0.221 -2.504
O 2.862 -0.418 -1.457
H 3.384 -1.165 -1.126
H 3.492 0.307 -1.572
O -3.052 -2.036 -0.306
H -3.232 -1.417 -1.019
H -2.272 -1.661 0.178
O 2.581 -2.551 1.113
H 2.084 -1.721 0.995
H 3.222 -2.346 1.802
O -1.314 2.159 -1.629
H -0.401 1.750 -1.765
H -1.459 2.690 -2.420
O -3.465 1.483 -0.036
H -4.242 1.277 0.494
H -3.516 0.890 -0.795
O 2.638 1.980 1.978
H 2.174 1.158 1.679
H 2.172 2.228 2.780
O -3.339 -1.253 2.833
H -2.415 -1.211 2.510
H -3.740 -0.443 2.512


Here is a cluster of 2 separate species, C4H9N2O in total from OMol25. Energies are from the ωB97M-V functional and the def2-TZVPD basis.

Values from the calculation:
- Total charge: +1
- E_LUMO (spin up / spin down): -3.8 / -4.1 eV
- Kohn-Sham gap (spin up / spin down): 8.240 / 11.408 eV
- Multiplicity: 3
- ΔE to the lowest compared entry with this formula, charge and spin: 335.9 kJ/mol

Geometry (Å):
C -1.831 -0.383 0.612
C -0.786 -0.321 0.042
C -0.086 1.086 -1.496
C 1.479 -0.889 -1.054
N -0.015 0.553 3.579
N 0.049 -0.332 -1.097
O -0.708 -0.374 3.201
H -0.442 0.894 4.428
H -2.467 -0.509 1.379
H -1.143 1.110 -1.553
H 0.456 1.752 -0.772
H 0.448 1.380 -2.394
H 1.390 -1.927 -0.735
H 1.846 -0.662 -2.056
H 2.300 -0.443 -0.328
H -0.490 -0.935 -1.758


Here is a structure of composition C42H56BaClN6O2S2 from OMol25. Energies are from the ωB97M-V functional and the def2-TZVPD basis.

Values from the calculation:
- Total charge: +1
- E_LUMO: -2.0 eV
- Kohn-Sham gap: 6.831 eV
- ΔE to the lowest compared entry with this formula, charge and spin: 21.8 kJ/mol

Geometry (Å):
Ba 1.713 0.497 -0.524
C 2.299 -1.455 -2.522
C 3.276 -1.872 -1.581
C 2.610 -2.506 -0.514
C 1.231 -2.527 -0.798
C 1.025 -1.861 -2.031
C -0.265 -1.771 -2.796
C 0.213 -3.281 0.006
C 3.254 -3.167 0.669
C 4.765 -1.784 -1.767
C 2.561 -0.927 -3.903
H -0.390 -2.604 -3.496
H -0.333 -0.856 -3.396
H -1.140 -1.790 -2.139
H 0.422 -4.355 -0.026
H -0.799 -3.163 -0.386
H 0.207 -3.001 1.064
H 3.184 -4.258 0.608
H 2.790 -2.880 1.618
H 4.316 -2.923 0.736
H 5.237 -2.753 -1.585
H 5.259 -1.064 -1.114
H 5.017 -1.503 -2.791
H 2.666 -1.737 -4.632
H 3.473 -0.328 -3.956
H 1.741 -0.300 -4.265
O -0.180 2.554 -0.862
C -0.375 3.493 0.210
C 0.494 4.729 0.056
C 1.998 4.432 0.059
C 2.459 3.899 1.384
C 2.885 4.747 2.401
C 3.233 4.213 3.630
C 3.135 2.842 3.814
C 2.702 2.072 2.749
N 2.378 2.576 1.558
H -0.392 2.995 -1.692
H -0.130 2.940 1.116
H -1.430 3.772 0.265
H 0.245 5.420 0.866
H 0.231 5.244 -0.874
H 2.546 5.342 -0.191
H 2.227 3.697 -0.715
H 2.943 5.812 2.220
H 3.570 4.856 4.432
H 3.385 2.375 4.757
H 2.610 0.995 2.857
C 0.784 2.287 -4.108
C 2.228 2.495 -3.787
N 2.767 2.213 -2.633
C 4.111 2.518 -2.626
C 4.586 3.032 -3.792
S 3.318 3.155 -4.930
C 4.913 2.235 -1.432
C 6.121 2.783 -1.133
S 6.752 2.054 0.278
C 5.349 1.076 0.403
N 4.473 1.284 -0.540
C 5.172 0.057 1.478
H 0.340 1.598 -3.390
H 0.656 1.860 -5.101
H 0.238 3.233 -4.085
H 5.599 3.301 -4.036
H 6.654 3.550 -1.669
H 6.070 -0.550 1.593
H 4.353 -0.612 1.207
H 4.959 0.525 2.439
C -4.441 0.292 0.184
C -4.670 0.258 1.698
C -6.111 0.712 1.969
C -3.728 1.299 2.328
C -4.447 -1.161 2.330
O -4.365 -1.040 3.751
C -5.572 -2.199 2.072
C -5.992 -2.652 0.663
C -4.932 -3.366 -0.142
C -4.319 -4.517 0.351
C -3.308 -5.154 -0.349
C -2.907 -4.642 -1.574
Cl -1.625 -5.413 -2.452
C -3.520 -3.522 -2.107
C -4.530 -2.897 -1.387
C -3.132 -1.851 1.950
N -1.902 -1.101 2.122
C -1.084 -0.719 1.143
N -0.030 -0.098 1.639
C -0.269 -0.140 2.981
N -1.385 -0.743 3.311
H -4.600 1.312 -0.174
H -5.123 -0.350 -0.363
H -3.422 0.014 -0.090
H -6.245 1.732 1.605
H -6.347 0.727 3.036
H -6.847 0.086 1.465
H -4.104 2.297 2.092
H -2.715 1.236 1.929
H -3.673 1.194 3.409
H -5.228 -0.780 4.092
H -6.467 -1.821 2.574
H -5.283 -3.081 2.649
H -6.395 -1.821 0.086
H -6.833 -3.337 0.805
H -4.626 -4.921 1.310
H -2.830 -6.040 0.046
H -3.211 -3.148 -3.073
H -5.010 -2.025 -1.815
H -3.145 -2.147 0.904
H -3.052 -2.754 2.556
H -1.278 -0.928 0.103
H 0.390 0.284 3.721


Here is the molecule C4H10OS from OMol25. Energies are from the ωB97M-V functional and the def2-TZVPD basis.

Values from the calculation:
- E_LUMO: 0.5 eV
- Kohn-Sham gap: 8.387 eV
- SMILES: CC=[S@@H](=O)CC
- ΔE to the lowest compared entry with this formula, charge and spin: 488.7 kJ/mol

Geometry (Å):
C -0.903 -1.559 2.117
C -1.090 -1.044 0.689
S -0.108 0.303 0.478
O 1.087 0.208 1.270
C 0.313 0.778 -1.373
C 1.786 0.639 -1.451
H -0.436 -2.565 2.003
H -0.073 -0.892 2.558
H -1.836 -1.650 2.589
H -2.123 -0.707 0.348
H -0.510 1.739 0.977
H -0.253 -0.024 -1.881
H -0.363 1.615 -1.616
H 2.126 1.677 -1.204
H 2.265 -0.170 -0.707
H 2.206 0.455 -2.478


Record order is preserved below.
F_max: 7.8, 3.0, 0.5, 4.5 eV/A
Record order is preserved below.
Electronic energy: -120887.5942, -9307.2356, -92384.5919, -17187.7607 eV